1.
76
Properties=species:S:1:pos:R:3 method="wB97M-V/def2-TZVPD" gap_ev="7.623 / 6.432" de_lowest_kcal_mol=0.0 lumo_ev="-5.8 / -7.0" homo_energy_ha="-0.4921 / -0.4931" multiplicity=6 total_charge=+2 molar_mass_g_mol=854.3
Fe 0.272 1.912 0.146
N 3.712 2.707 2.583
C 2.608 2.179 2.052
S 2.573 1.994 0.300
N 1.640 1.802 2.846
N 0.591 1.280 2.155
C -0.154 0.388 2.713
C 0.024 -0.113 4.084
C 0.018 0.768 5.164
C 0.164 0.277 6.450
C 0.341 -1.083 6.663
C 0.365 -1.962 5.588
C 0.196 -1.481 4.301
C -1.237 -0.138 1.839
C -2.233 -0.990 2.298
C -3.229 -1.397 1.421
C -3.215 -0.929 0.118
C -2.202 -0.064 -0.263
N -1.228 0.315 0.565
H 4.489 2.967 2.005
H 3.799 2.759 3.586
H -0.093 1.830 4.995
H 0.150 0.959 7.289
H 0.466 -1.459 7.670
H 0.513 -3.020 5.755
H 0.218 -2.167 3.459
H -2.229 -1.312 3.327
H -4.014 -2.061 1.760
H -3.976 -1.209 -0.597
H -2.169 0.350 -1.263
S 0.167 1.597 -2.121
Sb 0.618 -0.670 -2.538
C 1.124 -1.633 -0.750
C 0.209 -2.432 -0.071
C 0.570 -3.011 1.136
C 1.834 -2.787 1.664
C 2.744 -1.989 0.986
C 2.393 -1.411 -0.224
C -1.104 -1.482 -3.422
C -1.549 -2.773 -3.156
C -2.684 -3.251 -3.796
C -3.367 -2.445 -4.695
C -2.918 -1.159 -4.966
C -1.785 -0.673 -4.331
C 2.153 -0.688 -3.954
C 3.291 0.092 -3.767
C 4.294 0.066 -4.721
C 4.154 -0.726 -5.853
C 3.015 -1.494 -6.040
C 2.005 -1.478 -5.089
H -0.793 -2.595 -0.461
H -0.133 -3.646 1.658
H 2.115 -3.244 2.604
H 3.730 -1.818 1.397
H 3.115 -0.794 -0.747
H -1.005 -3.427 -2.481
H -3.026 -4.259 -3.601
H -4.248 -2.824 -5.196
H -3.444 -0.538 -5.678
H -1.442 0.333 -4.546
H 3.390 0.736 -2.900
H 5.182 0.669 -4.588
H 4.940 -0.741 -6.598
H 2.909 -2.103 -6.928
H 1.115 -2.077 -5.241
Br 0.819 5.002 -0.357
C -0.889 4.736 0.372
C -1.745 5.809 0.542
C -2.987 5.565 1.098
C -3.316 4.267 1.463
C -2.399 3.261 1.248
N -1.186 3.476 0.704
H -1.435 6.801 0.247
H -3.686 6.377 1.247
H -4.272 4.033 1.909
H -2.629 2.245 1.535

---

2.
27
Properties=species:S:1:pos:R:3 method="wB97M-V/def2-TZVPD" gap_ev="6.666 / 6.025" de_lowest_kcal_mol=0.3 lumo_ev="0.6 / -2.2" homo_energy_ha="-0.2214 / -0.3012" multiplicity=6 total_charge=0 molar_mass_g_mol=388.9
C -2.141 -0.988 0.047
C -1.685 -1.202 -1.303
C -1.435 0.062 -1.902
H -1.593 -2.174 -1.786
C -1.636 1.071 -0.910
C -2.101 0.433 0.295
H -2.442 0.932 1.184
H -2.487 -1.739 0.743
H -1.115 0.233 -2.925
H -1.515 2.139 -1.038
Ir -0.093 -0.253 0.093
Cl 0.266 -2.204 1.233
C 1.908 0.022 0.270
C 1.574 1.316 -0.335
C 1.645 1.144 -1.750
H 1.496 2.244 0.237
C 1.784 -0.220 -2.049
C 1.877 -0.958 -0.827
H 2.077 -2.021 -0.686
H 2.357 -0.145 1.248
H 1.655 1.962 -2.463
H 1.857 -0.662 -3.033
C -0.042 0.161 3.196
O -0.216 0.663 1.886
H -0.083 1.051 3.835
H 0.943 -0.331 3.287
H -0.856 -0.535 3.450

---

3.
43
Properties=species:S:1:pos:R:3 method="wB97M-V/def2-TZVPD" gap_ev=8.011 de_lowest_kcal_mol=41.3 lumo_ev=-0.2 homo_energy_ha=-0.3022 total_charge=0 molar_mass_g_mol=358.4
C -5.042 -1.392 2.344
O -4.964 -1.565 0.948
C -3.762 -1.379 0.342
C -3.759 -1.457 -1.052
C -2.598 -1.252 -1.763
C -1.406 -0.982 -1.103
C -0.142 -0.670 -1.861
C 1.053 -1.560 -1.482
C 1.942 -0.587 -0.742
C 3.144 -0.947 -0.073
C 3.723 -2.190 0.020
C 4.911 -2.183 0.769
C 5.227 -0.945 1.238
S 4.083 0.245 0.778
N 1.491 0.619 -0.761
N 0.329 0.667 -1.448
C -0.404 1.798 -1.629
O -1.426 1.786 -2.280
C 0.143 3.042 -0.949
C -0.683 3.344 0.307
C -0.661 2.310 1.424
O -1.583 2.179 2.181
O 0.451 1.589 1.584
C -1.406 -0.932 0.284
C -2.568 -1.123 1.008
H -6.095 -1.510 2.597
H -4.456 -2.148 2.876
H -4.706 -0.394 2.643
H -4.692 -1.658 -1.555
H -2.617 -1.284 -2.842
H -0.341 -0.654 -2.936
H 1.569 -1.964 -2.355
H 0.752 -2.389 -0.840
H 3.306 -3.071 -0.434
H 5.506 -3.059 0.953
H 6.072 -0.660 1.833
H 1.206 2.933 -0.731
H 0.013 3.875 -1.642
H -1.729 3.485 0.028
H -0.333 4.280 0.753
H 1.080 1.648 0.839
H -0.494 -0.721 0.824
H -2.527 -1.047 2.082

---

4.
52
Properties=species:S:1:pos:R:3 method="wB97M-V/def2-TZVPD" gap_ev=8.597 de_lowest_kcal_mol=1.8 lumo_ev=0.3 homo_energy_ha=-0.3063 total_charge=0 molar_mass_g_mol=424.4
C -2.770 -3.597 1.160
C -3.751 -3.742 0.004
C -3.466 -2.751 -1.126
N -3.618 -1.375 -0.688
C -4.876 -0.829 -0.580
O -5.882 -1.434 -0.869
N -4.928 0.478 -0.120
C -3.901 1.341 0.254
O -4.130 2.470 0.636
C -2.636 0.686 0.104
C -2.534 -0.626 -0.345
N -1.244 -1.008 -0.387
C -0.547 0.044 0.020
C 0.905 0.010 0.125
C 1.714 1.078 -0.261
C 3.084 0.970 -0.144
C 3.678 -0.188 0.341
O 5.089 -0.225 0.476
C 5.818 -0.211 -0.642
F 5.702 0.932 -1.364
F 5.467 -1.198 -1.506
C 2.887 -1.279 0.723
O 3.281 -2.465 1.232
C 4.645 -2.804 1.373
C 1.501 -1.147 0.600
N -1.343 1.098 0.338
C -0.988 2.373 0.900
C -1.126 3.508 -0.138
O -0.595 4.726 0.307
C 0.806 4.834 0.236
H -2.870 -2.622 1.633
H -1.748 -3.698 0.803
H -2.956 -4.360 1.911
H -4.773 -3.588 0.356
H -3.685 -4.749 -0.411
H -4.169 -2.917 -1.945
H -2.439 -2.855 -1.477
H -5.867 0.857 -0.053
H 1.290 1.972 -0.685
H 3.713 1.796 -0.436
H 6.880 -0.338 -0.379
H 4.642 -3.786 1.843
H 5.143 -2.875 0.403
H 5.174 -2.094 2.012
H 0.889 -1.987 0.885
H -1.665 2.591 1.730
H 0.035 2.313 1.276
H -2.189 3.695 -0.310
H -0.657 3.202 -1.087
H 1.315 4.159 0.933
H 1.042 5.862 0.505
H 1.167 4.636 -0.781

---

5.
23
Properties=species:S:1:pos:R:3 method="wB97M-V/def2-TZVPD" gap_ev=5.343 de_lowest_kcal_mol=111.1 lumo_ev=-4.8 homo_energy_ha=-0.3718 total_charge=+1 molar_mass_g_mol=163.2
C -2.786 -1.563 0.270
C -1.948 -1.600 -0.893
C -2.596 -0.464 1.159
C -1.342 -0.459 -1.363
C -1.880 0.661 0.752
C -1.318 0.714 -0.574
C 2.328 0.168 0.063
C 3.816 -1.378 0.745
C -0.510 1.889 -0.882
N 3.553 -0.386 -0.150
N -0.342 2.890 -0.165
O 1.784 0.704 0.944
H -3.293 -2.558 0.535
H -1.920 -2.292 -1.634
H -3.263 -0.286 2.004
H -0.798 -0.382 -2.190
H -1.647 1.515 1.373
H 4.247 -2.278 0.542
H 3.301 -1.323 1.611
H 0.073 1.752 -1.826
H 3.944 -0.306 -1.120
H -0.606 2.836 0.792
H 0.429 3.527 -0.316

---

6.
15
Properties=species:S:1:pos:R:3 method="wB97M-V/def2-TZVPD" gap_ev="7.605 / 7.607" de_lowest_kcal_mol=76.1 lumo_ev="-6.2 / -6.2" homo_energy_ha="-0.5090 / -0.5090" total_charge=+1 molar_mass_g_mol=254.0
C -1.077 1.594 -0.129
C -1.472 0.322 -0.046
C 1.021 0.613 0.005
C -0.465 -1.972 0.105
N -0.527 -0.571 -0.145
N 0.290 1.721 -0.082
N 2.368 0.227 -0.020
O 2.654 -0.926 -0.037
O 3.096 1.205 -0.003
I -3.522 -0.106 -0.026
H -1.629 2.476 0.085
H -1.404 -2.426 0.192
H 0.021 -2.562 -0.812
H -0.025 -2.255 1.020
H 0.669 2.660 -0.107

---

7.
21
Properties=species:S:1:pos:R:3 method="wB97M-V/def2-TZVPD" gap_ev=8.412 de_lowest_kcal_mol=30.9 lumo_ev=-4.0 homo_energy_ha=-0.4553 total_charge=+1 molar_mass_g_mol=167.1
C 0.075 -1.695 -0.310
C 1.476 0.579 1.307
C 1.130 1.925 -0.671
C -2.892 -0.895 0.267
C -0.095 -0.216 -0.432
N 1.146 0.550 -0.134
Se -1.669 0.607 0.277
H 1.063 -2.016 -0.641
H -0.660 -2.215 -0.920
H -0.066 -2.022 0.726
H 0.689 1.107 1.843
H 1.566 -0.431 1.701
H 2.419 1.101 1.459
H 2.087 2.409 -0.491
H 0.939 1.887 -1.744
H 0.337 2.502 -0.197
H -3.020 -1.256 -0.750
H -2.534 -1.678 0.931
H -3.837 -0.505 0.640
H -0.056 0.212 -2.243
H 1.902 0.049 -0.618

---

8.
56
Properties=species:S:1:pos:R:3 method="wB97M-V/def2-TZVPD" gap_ev=6.838 lumo_ev=0.1 homo_energy_ha=-0.2484 total_charge=0 molar_mass_g_mol=408.4
N -3.777 1.481 -2.668
P -2.873 2.555 -3.717
O -2.870 1.746 -5.173
P -0.785 2.383 -2.810
C -0.474 0.601 -3.281
C 0.090 -0.239 -2.115
C 1.540 -0.703 -2.331
C 1.810 -1.992 -1.605
O 2.397 -2.917 -2.044
O 1.308 -2.031 -0.328
C 0.961 2.542 -2.018
C 1.119 2.685 -0.640
C 2.417 2.783 -0.142
C 3.466 2.734 -1.055
C 3.211 2.615 -2.411
N 1.967 2.515 -2.895
H -4.744 1.784 -2.718
H -3.482 1.708 -1.719
H -3.332 0.902 -5.094
H -0.458 3.497 -3.637
H -1.392 2.713 -1.574
H 0.240 0.623 -4.097
H -1.420 0.173 -3.589
H -0.030 0.249 -1.153
H -0.509 -1.146 -2.069
H 2.264 0.018 -1.951
H 1.710 -0.883 -3.385
H 1.607 -1.230 0.121
H 0.277 2.697 0.047
H 2.607 2.888 0.916
H 4.490 2.789 -0.712
H 4.027 2.594 -3.119
C -1.702 0.953 4.057
N -1.505 1.287 2.656
C -1.979 2.353 1.973
C -2.828 3.349 2.723
O -1.719 2.494 0.781
H -0.739 0.897 4.564
H -2.193 -0.017 4.141
H -2.315 1.700 4.549
H -0.950 0.661 2.093
H -3.124 4.135 2.036
H -3.725 2.869 3.117
H -2.266 3.792 3.545
C 2.197 -5.055 1.592
N 1.883 -4.362 2.831
C 0.840 -4.568 3.675
C -0.140 -5.659 3.311
O 0.708 -3.889 4.683
H 3.182 -5.518 1.670
H 2.214 -4.336 0.773
H 1.463 -5.823 1.376
H 2.498 -3.623 3.130
H -0.910 -5.698 4.076
H -0.609 -5.450 2.349
H 0.359 -6.627 3.265

---

9.
14
Properties=species:S:1:pos:R:3 method="wB97M-V/def2-TZVPD" gap_ev=8.340 de_lowest_kcal_mol=19.3 lumo_ev=3.9 homo_energy_ha=-0.1623 total_charge=-1 molar_mass_g_mol=89.1
O 0.296 -0.282 0.125
H 0.861 -0.714 0.773
O 1.183 -3.041 -1.737
H 0.376 -3.555 -1.826
H 1.226 -2.819 -0.800
O 1.662 2.158 1.436
H 1.076 2.833 1.074
H 1.270 1.352 1.044
O -1.133 1.592 -1.354
H -0.350 2.093 -1.583
H -0.800 0.797 -0.888
O -1.968 -0.305 1.557
H -2.671 -0.183 0.913
H -1.184 -0.565 0.973

---

10.
63
Properties=species:S:1:pos:R:3 method="wB97M-V/def2-TZVPD" gap_ev="3.414 / 5.186" de_lowest_kcal_mol=24.9 lumo_ev="2.1 / 2.1" homo_energy_ha="-0.0470 / -0.1122" multiplicity=3 total_charge=-1 molar_mass_g_mol=584.6
O 1.643 4.832 0.553
C 2.904 5.105 -0.204
C 3.121 6.492 0.393
H 2.767 5.108 -1.294
H 3.681 4.388 0.083
C 1.808 6.140 1.189
H 3.016 7.351 -0.288
H 3.996 6.621 1.045
C 0.713 7.135 0.848
H 0.611 7.225 -0.239
H 0.970 8.115 1.274
H -0.225 6.816 1.300
C 2.063 6.036 2.682
H 2.896 5.358 2.888
H 1.165 5.679 3.187
H 2.295 7.037 3.066
Pt -0.781 -2.153 0.514
C -0.136 -3.365 2.283
C 0.714 -3.728 1.173
C 1.519 -2.579 0.841
H 0.737 -4.694 0.676
C 1.168 -1.507 1.727
C 0.143 -1.977 2.615
H -0.315 -1.407 3.420
H -0.793 -4.034 2.833
H 2.325 -2.551 0.113
H 1.637 -0.529 1.746
C -3.918 -2.233 0.641
C -3.013 -1.857 1.679
C -2.178 -0.759 1.161
H -3.025 -2.200 2.716
C -2.451 -0.700 -0.311
C -3.580 -1.542 -0.551
H -4.135 -1.597 -1.485
H -4.811 -2.849 0.788
H -1.743 0.053 1.745
H -1.997 0.047 -0.974
O -0.022 1.520 -0.710
C 0.396 1.725 0.671
C 1.910 2.051 0.674
H 0.181 0.819 1.271
H -0.129 2.592 1.073
C 2.145 2.228 -0.847
H 2.477 1.173 1.051
H 2.157 2.970 1.213
C 1.257 1.096 -1.309
H 3.201 2.202 -1.136
H 1.681 3.196 -1.119
H 1.572 0.138 -0.851
H 1.216 0.987 -2.385
C -1.059 -3.170 -1.023
C -1.414 -4.056 -1.795
C -1.750 -5.225 -2.502
C -0.833 -6.301 -2.561
C -1.253 -7.518 -3.088
C -2.557 -7.626 -3.602
C -3.460 -6.549 -3.580
C -3.046 -5.330 -3.053
H 0.166 -6.162 -2.133
H -0.558 -8.366 -3.108
H -2.880 -8.574 -4.020
H -4.476 -6.637 -3.977
H -3.709 -4.461 -2.990

---

11.
8
Properties=species:S:1:pos:R:3 method="wB97M-V/def2-TZVPD" gap_ev=10.710 de_lowest_kcal_mol=26.6 lumo_ev=0.0 homo_energy_ha=-0.3944 total_charge=0 molar_mass_g_mol=95.1
N -5.278 -0.038 0.041
C -4.160 0.240 0.039
C -2.817 0.556 -0.072
C -1.622 0.684 -0.044
O -0.437 1.265 -0.008
C 0.877 0.775 -0.028
O 1.790 1.482 0.055
H 1.060 -0.359 -0.065

---

12.
17
Properties=species:S:1:pos:R:3 method="wB97M-V/def2-TZVPD" gap_ev=8.831 de_lowest_kcal_mol=90.1 lumo_ev=1.1 homo_energy_ha=-0.2847 total_charge=0 molar_mass_g_mol=98.1
C 1.249 -0.382 2.026
C 0.417 -0.683 0.830
C -0.090 -1.570 -0.039
N -0.512 -0.542 -0.950
C -1.802 -0.576 -1.555
N -0.099 0.440 0.130
C 0.545 1.568 -0.438
H 2.201 0.230 1.900
H 0.584 0.182 2.595
H 1.613 -1.330 2.597
H -0.469 -2.548 -0.021
H -1.726 -0.194 -2.609
H -2.179 -1.720 -1.581
H -2.496 -0.015 -1.030
H 0.061 1.702 -1.443
H 0.336 2.567 0.126
H 1.642 1.424 -0.463